[1]
Entry from the Open Molecules 2025 dataset: a 3-piece molecular cluster, C15H29ClO5P overall (ωB97M-V/def2-TZVPD).

XYZ file:
```
51
Properties=species:S:1:pos:R:3:forces:R:3
Cl 2.487070 2.542597 -5.945283 0.5 0.1 0.1
P 2.521677 4.371364 -4.791528 -0.6 0.6 2.1
O -0.429801 -1.550282 2.832748 1.2 2.8 -2.3
O -1.321688 -2.112110 -2.419890 -0.2 -0.4 0.2
O -4.828964 -3.094163 2.729280 0.1 0.0 0.4
O 1.053349 -0.048838 1.907852 -2.2 -1.4 -0.9
O 3.815539 5.359763 -5.365532 -0.2 -0.3 0.9
C 2.806904 1.848182 -0.405850 1.2 0.6 -0.2
C 1.729729 -0.260116 0.637980 1.5 0.5 -0.9
C 3.056260 4.994712 -2.029687 -0.3 -0.7 0.2
C -0.200015 -0.689268 1.953970 -1.2 -2.3 1.7
C 3.338246 3.297643 0.035210 -0.1 0.0 -0.3
C -4.263781 -3.085646 3.806949 -0.1 -0.1 -0.6
C -5.038896 -2.984546 5.094762 -0.4 0.0 -0.1
C -1.416839 -0.347978 0.964265 0.7 0.3 0.2
C -3.361213 -3.311007 -2.200218 -0.1 0.3 -0.1
C 2.495714 4.500016 -0.595601 -0.3 0.4 -0.5
C -2.765063 -3.175290 3.905864 -0.2 -0.1 -0.3
C 2.931754 3.786404 -3.074466 -0.8 0.8 -0.5
C 3.049778 0.689576 0.675512 -1.6 -0.5 -1.4
C -1.861234 -3.178237 -2.199786 0.3 0.6 -0.1
C -1.055654 -4.418411 -1.915523 0.4 0.1 0.0
H 1.727942 1.973090 -0.738339 1.2 -0.4 0.7
H 3.306600 3.412728 1.179298 0.2 -0.3 -1.6
H -2.357462 -0.898674 1.305460 1.6 0.7 -0.3
H 4.140904 5.327159 -1.838661 -1.5 -0.3 -0.5
H 2.404298 5.868148 -2.401086 1.0 -0.6 0.8
H -3.671367 -4.021602 -2.969353 0.0 -0.1 0.2
H -1.196250 -0.657143 -0.108781 -0.2 0.6 1.3
H -1.595751 0.770373 1.043957 0.2 -1.3 -0.4
H 3.903026 0.036235 0.290629 -0.9 1.0 0.9
H 3.202868 1.055221 1.739239 -0.1 -0.5 -1.4
H 3.564750 6.273390 -5.096266 0.1 -0.9 -0.4
H -6.106132 -2.926873 4.871458 0.1 0.0 0.0
H -1.297833 -4.799118 -0.920972 -0.1 -0.1 -0.1
H 1.402051 4.183266 -0.765120 1.5 0.3 0.3
H -2.482623 -4.069117 4.467000 0.0 0.1 0.2
H -4.745025 -2.082696 5.635642 0.1 -0.1 0.1
H -2.370249 -2.282354 4.393282 0.1 -0.2 0.1
H -3.810083 -2.340359 -2.419096 0.1 -0.1 0.0
H 4.412557 3.377992 -0.353553 -1.4 0.1 0.8
H 3.399992 1.551485 -1.344530 -1.1 0.6 1.2
H -4.856962 -3.869246 5.708463 0.1 0.1 0.1
H 2.072535 -1.334576 0.491434 -0.7 1.0 0.6
H -2.339672 -3.242368 2.904192 0.0 0.1 0.2
H -1.263412 -5.178211 -2.671968 -0.1 -0.1 0.2
H 2.444625 5.379035 0.147991 0.3 -1.2 -1.1
H -3.705581 -3.642767 -1.218218 0.0 -0.2 -0.1
H 1.060113 -0.014314 -0.260780 0.9 -0.1 1.4
H 0.007803 -4.174100 -1.947676 -0.1 0.0 0.0
H 2.005467 3.191031 -2.724673 1.2 0.6 -1.0
```
Forces are in eV/Å.

Total charge = -1
Gap between HOMO and LUMO = 0.1563 hartree

[2]
Entry from the Open Molecules 2025 dataset: a 2-piece molecular cluster, C2HNO2S overall (ωB97M-V/def2-TZVPD).

XYZ file:
```
7
Properties=species:S:1:pos:R:3:forces:R:3
S 4.041020 -0.173405 0.023605 -0.1 0.3 0.1
O -2.548892 1.069539 -0.156357 -0.6 -0.3 -0.2
O -2.648572 -1.282212 0.216244 -0.9 -2.4 0.0
N -1.094166 0.564202 0.330045 0.3 -0.8 0.2
C 2.474303 0.491039 -0.065548 0.0 -2.0 -0.9
C -2.086882 -0.232079 0.169185 0.8 3.5 0.0
H 1.863187 -0.437084 -0.517172 0.6 1.7 0.8
```
Forces are in eV/Å.

Total charge = -2
Relative energy (zero: lowest compared OMol25 entry of this formula, charge and spin) = 5.531 eV
Gap between HOMO and LUMO = 0.1805 hartree

[3]
Entry from the Open Molecules 2025 dataset: a 4-piece molecular cluster, C41H69N4O5S2 overall (ωB97M-V/def2-TZVPD).

XYZ file:
```
121
Properties=species:S:1:pos:R:3:forces:R:3
S -7.425532 1.533598 -0.623798 1.4 0.3 2.2
S -6.036116 2.915981 1.816077 0.1 -1.6 -1.2
O 8.845665 -2.278088 -0.838925 0.1 0.1 -0.2
O 4.878590 3.898028 -4.190874 0.0 -0.2 -0.2
O -11.116228 -3.185244 1.685099 0.2 0.3 -0.1
O 0.593678 -1.654854 0.427069 0.1 0.3 -1.4
O 1.735554 2.007513 -1.114319 -0.5 0.9 1.2
N -6.291797 0.055887 1.318127 0.5 -0.2 0.1
N -5.854323 -1.802375 2.674905 -0.6 3.2 -2.0
N -0.964595 -1.000306 5.754182 0.5 0.0 -0.5
N -1.802160 0.431591 0.808781 2.0 0.2 -2.3
C -3.792175 4.481395 0.848386 -0.9 0.6 -0.5
C -1.579969 2.983062 0.467359 -0.4 -1.3 -0.1
C -5.317870 4.025327 0.504893 0.4 0.8 -1.1
C 2.891992 2.860886 -0.849819 1.9 -0.9 -0.7
C -0.886462 -3.119049 -1.078328 -1.1 0.4 0.2
C 2.789984 -3.639935 1.312452 4.0 1.7 -0.4
C -6.050566 -0.381656 2.688592 0.1 -3.8 -2.9
C -0.786850 2.093799 -0.620854 1.0 -1.0 1.1
C -1.970272 1.785481 1.462211 -3.9 0.8 0.6
C -6.586288 1.426684 0.835038 -0.7 -0.7 -1.5
C -10.413375 -2.200255 2.453948 -0.3 -0.1 0.3
C 10.080251 -1.267346 -2.590705 0.4 0.2 0.0
C -0.500730 -1.979339 4.722591 0.9 0.1 -1.2
C 9.161728 -1.002736 -1.414178 -0.3 0.1 0.2
C -5.939579 -2.296126 1.299177 -0.8 6.0 -0.5
C 9.616382 -2.631140 -3.051331 -0.3 -0.2 -0.4
C -2.736073 3.873437 -0.194619 0.3 -0.1 -0.2
C -2.112314 -0.826523 3.017454 -0.1 -0.8 0.3
C 3.064669 -2.207908 0.807271 2.6 -1.8 0.5
C -1.621183 -2.274334 3.575811 0.9 0.7 1.0
C 3.421734 2.779957 1.807484 -1.0 -0.6 0.0
C -9.752388 -1.262090 1.463626 0.5 0.0 0.0
C -0.782448 -0.549554 -1.452371 0.4 1.0 0.4
C 5.503789 -4.005626 1.600154 -2.7 2.3 -1.1
C 0.737363 2.178925 -0.085025 0.6 0.5 0.2
C 5.781700 -2.576503 1.075041 -4.1 -0.8 0.2
C -11.163856 -2.756334 0.318006 0.0 -0.4 0.0
C -6.209567 -1.062834 0.399698 0.8 -3.7 3.7
C 1.942076 -1.130940 0.402868 1.5 0.2 1.4
C -10.713174 -1.308934 0.296611 -0.3 0.3 -0.2
C 5.940108 3.067786 -4.683949 0.3 0.2 0.2
C -1.171530 0.533803 -0.353318 -0.4 1.6 0.2
C 3.796020 2.243838 0.335703 -0.7 0.6 0.3
C 4.550152 3.570352 -6.514939 0.0 0.3 -0.3
C 3.914023 4.080513 -5.237071 -0.2 0.0 0.2
C -2.328501 -0.830832 1.406004 -0.9 -0.9 1.8
C 9.277893 -3.308862 -1.738555 0.1 -0.2 0.3
C 4.042383 -4.511145 1.697050 0.5 2.8 -1.0
C 4.551055 -1.711066 0.690878 -0.1 -3.0 1.1
C 5.464476 2.482154 -5.998559 0.0 -0.5 0.0
C 0.042749 -1.818602 -0.897323 0.3 -1.2 -1.5
H -6.311087 -1.113084 -0.728411 0.0 0.8 1.9
H -9.597417 -0.258687 1.865480 0.0 0.0 0.0
H -5.293457 3.502533 -0.512236 -0.4 0.5 1.6
H -0.117170 -0.029054 -2.240861 -1.2 -0.5 1.4
H -2.203443 4.766230 -0.703199 -0.7 -1.5 0.8
H 6.821475 3.701710 -4.827991 0.0 -0.1 0.0
H 2.817371 1.938986 2.327186 1.0 1.4 -0.5
H -1.990866 -2.774554 -1.029048 1.7 -0.7 0.0
H 6.827755 -2.109593 0.954393 -1.8 -1.1 0.2
H 10.160105 -3.787499 -1.300249 0.0 -0.1 -0.1
H -1.839093 -1.782346 1.016757 -0.3 1.8 0.1
H 8.490851 -4.058887 -1.843693 0.0 0.1 0.1
H 0.385475 -1.487510 4.155692 -1.2 -1.0 0.7
H 2.238728 -0.611795 -0.571796 -0.7 -0.9 1.1
H 10.362461 -3.176276 -3.631752 -0.1 0.0 0.1
H -1.001369 3.709766 1.127968 -0.1 -1.1 -1.4
H -12.175731 -2.886428 -0.072531 0.1 -0.1 0.1
H 4.768459 -0.657931 0.308051 -0.5 -1.7 0.6
H -0.066729 -2.947367 5.165639 -1.0 1.4 -0.5
H 8.713796 -2.529143 -3.663097 0.1 0.0 0.0
H -0.771057 -3.580199 -2.128608 0.1 0.7 1.8
H 3.859419 -5.571626 2.063409 0.3 1.6 -0.5
H -0.692824 -0.056367 5.418134 -0.3 -0.9 0.6
H -10.264865 -1.015921 -0.654695 0.0 0.0 0.0
H -1.732312 -0.863710 -2.000523 1.2 0.3 0.9
H -3.457601 -0.933101 1.180517 1.7 0.5 0.2
H 2.630886 3.963424 -0.709570 0.0 -1.5 0.0
H 8.223306 -0.539334 -1.738598 0.0 0.1 0.0
H 0.939836 -1.967558 -1.613644 -1.5 0.3 1.1
H -11.147044 -1.671667 3.072368 0.1 0.0 0.1
H 3.818375 3.220280 -7.244897 0.0 0.0 0.1
H -3.232712 3.300702 -1.069439 0.6 0.8 1.6
H -5.842595 -3.370420 0.941542 -0.1 1.7 0.9
H -1.638393 1.893889 2.549929 0.2 -0.6 -1.8
H 6.180236 2.300127 -3.944564 -0.1 0.1 0.0
H 0.966081 3.191734 0.426364 -0.8 -1.5 -0.9
H 9.622755 -0.363097 -0.657825 -0.1 -0.1 0.0
H 1.725140 -4.035905 1.411838 1.8 0.6 -0.2
H -2.471713 -2.864039 4.061211 1.1 0.8 -1.0
H -9.693273 -2.692140 3.111819 -0.1 -0.1 0.0
H 11.118629 -1.324848 -2.248508 -0.1 0.1 0.0
H 4.331772 3.019322 2.448592 -1.3 -0.3 -0.9
H -11.565207 -0.649155 0.490889 0.1 0.0 -0.1
H -8.779913 -1.663699 1.160080 -0.1 0.0 0.1
H -10.483153 -3.393385 -0.257201 0.0 0.0 -0.1
H 1.994216 -0.311454 1.220532 -0.2 -1.3 -1.2
H -0.986458 2.266216 -1.732042 0.6 0.3 1.6
H -6.008770 4.936406 0.381490 1.1 -1.4 0.4
H -3.103906 -0.577372 3.554966 1.7 -0.1 -0.9
H -3.564738 4.271131 1.946309 -0.1 0.2 -1.5
H -6.070530 0.344709 3.569026 0.0 -1.4 -1.5
H 6.395290 -4.648098 1.903651 -1.6 0.8 -0.5
H 10.017407 -0.497689 -3.361883 0.0 0.0 0.1
H 3.581865 1.111947 0.333111 0.8 1.8 -0.2
H 3.635545 5.135038 -5.299361 0.0 -0.1 0.1
H 0.815911 1.399601 0.771972 0.1 1.0 -1.3
H 5.143968 4.364192 -6.979422 -0.1 0.0 0.0
H -3.125018 1.828813 1.550663 1.5 0.0 0.2
H -3.781159 5.626563 0.711295 0.0 -1.8 0.4
H 4.888049 1.569275 -5.814512 0.1 0.0 0.0
H 3.540713 2.794287 -1.805629 -1.3 0.1 1.4
H 3.022820 3.498738 -4.976730 -0.1 0.0 -0.1
H 6.283606 2.237786 -6.676812 0.0 0.0 0.1
H -0.500716 -1.138245 6.661871 -0.3 0.0 -0.7
H -1.060962 -2.866403 2.764462 -1.1 0.8 1.1
H 4.885944 2.501077 0.121046 -1.5 -0.6 0.2
H -1.284571 -0.088691 3.342281 -1.4 -1.0 -0.8
H 2.696976 3.678536 1.770088 1.4 -1.2 0.1
H -0.767465 -3.908199 -0.264978 0.2 1.1 -1.2
```
Forces are in eV/Å.

Total charge = +1
Gap between HOMO and LUMO = 0.2596 hartree

[4]
Entry from the Open Molecules 2025 dataset: C23H28BNO3PPdS2Si as an isolated structure (ωB97M-V/def2-TZVPD).

XYZ file:
```
61
Properties=species:S:1:pos:R:3:forces:R:3
Pd 1.867163 0.388756 0.327807 -0.5 -0.6 -0.5
S 3.359156 -0.191692 -1.180292 -0.4 0.4 0.8
S 1.718251 -1.084311 2.309185 0.4 0.0 -0.6
P 3.563571 -0.162242 2.490762 0.7 0.3 0.4
Si -1.490503 0.114289 -1.070259 0.0 0.0 0.0
O -0.259631 -0.032958 -0.103177 -0.2 0.1 0.0
O 3.933887 -0.209371 4.120541 -0.2 -0.1 0.1
O 4.686998 -1.317218 2.043332 0.0 -0.1 0.0
N 1.767449 2.629826 0.413632 0.3 -0.3 -0.4
C 1.604584 3.770165 0.432562 0.0 0.3 0.1
C -0.092914 -1.160414 -3.205685 -0.1 0.0 0.0
C -3.044424 -1.459900 0.738611 0.0 0.0 0.0
C 0.063840 -1.923940 -4.356855 -0.1 0.0 0.0
C 3.845203 -1.409692 4.865952 0.0 0.1 0.1
C -2.440621 2.116581 -2.946691 0.0 0.1 0.1
C -2.284060 4.493570 -2.585577 0.0 -0.2 0.0
C -1.356033 -0.964693 -2.630662 0.0 -0.1 -0.1
C -5.429729 -1.361994 1.075889 0.1 0.0 -0.1
C -1.829609 1.859634 -1.714174 0.0 0.1 0.0
C 5.248441 -3.632581 1.866457 0.0 0.0 0.0
C -5.512521 -0.345887 0.131055 0.1 0.0 0.0
C -4.358614 0.106451 -0.506367 0.0 -0.1 0.1
C -2.452272 -1.580428 -3.245563 0.1 0.0 0.0
C -2.303318 -2.344734 -4.400616 0.1 0.0 0.0
C 4.509777 -2.464532 1.234611 0.0 0.0 0.1
C -1.443084 2.957255 -0.935332 0.0 -0.1 -0.1
C -2.677028 3.419244 -3.377573 0.1 0.0 0.1
C -1.657637 4.261537 -1.365568 0.0 0.0 -0.1
C -1.042084 -2.515083 -4.960194 0.0 0.0 0.1
C -3.103002 -0.445569 -0.223920 -0.2 0.0 0.0
C 3.211275 -1.110763 6.210883 0.0 -0.1 0.1
C -4.189943 -1.916677 1.380663 0.0 0.1 -0.1
B 1.380002 5.345124 0.493687 0.0 0.1 0.1
H 3.056691 -2.037765 6.774766 0.0 0.1 0.0
H 4.900009 -2.250404 0.238347 0.0 0.0 -0.1
H -1.297843 5.090211 -0.769157 0.0 0.0 0.0
H 1.066041 5.742191 -0.616107 0.0 0.0 0.0
H 1.053185 -2.065893 -4.779977 0.0 0.0 0.0
H -3.441635 -1.464020 -2.810136 0.0 0.0 0.0
H 6.325367 -3.440194 1.904208 -0.1 0.0 0.0
H 3.245815 -2.150340 4.332443 -0.1 0.0 -0.1
H -0.919827 2.782681 0.000059 -0.1 0.0 -0.1
H 4.893360 -3.789726 2.888652 0.0 0.0 -0.1
H 2.244204 -0.628409 6.055586 0.0 0.0 0.0
H -4.117166 -2.698811 2.128128 0.0 0.0 0.0
H -4.433369 0.912770 -1.231956 0.0 0.0 0.1
H -6.323407 -1.713398 1.579412 0.0 0.0 0.0
H -3.168117 -2.813241 -4.859457 0.0 0.0 0.0
H -2.439281 5.509243 -2.930455 0.0 0.0 0.0
H -2.724789 1.285006 -3.587403 0.0 0.0 0.0
H 0.482135 5.558841 1.298991 0.1 0.0 -0.1
H 0.780886 -0.727006 -2.726001 0.0 0.0 0.0
H 2.420489 5.864804 0.865113 -0.1 0.0 0.0
H 3.450243 -2.694764 1.134598 -0.1 0.0 0.0
H -0.920254 -3.113361 -5.857110 0.0 0.0 0.0
H -2.073599 -1.875599 0.996734 -0.1 0.0 0.0
H 4.851006 -1.820118 4.992828 0.1 -0.1 0.0
H -3.145459 3.597145 -4.340023 0.0 0.0 0.0
H 5.075653 -4.548019 1.288896 0.0 0.1 0.0
H -6.474057 0.101271 -0.100700 0.0 0.0 0.0
H 3.841174 -0.440856 6.802598 0.0 0.0 -0.1
```
Forces are in eV/Å.

Total charge = -2
Spin multiplicity = 2
Relative energy (zero: lowest compared OMol25 entry of this formula, charge and spin) = 0.968 eV
⟨S²⟩ = 0.99
Gap between HOMO and LUMO (alpha / beta) = 0.2167 / 0.2162 hartree

In order of appearance, molar mass = 355.8, 103.1, 762.2, 606.9 g mol⁻¹.
In order of appearance, DFT total energy = -1766.6256, -680.0341, -2994.5339, -2753.7822 a.u..
In order of appearance, F_max = 0.0749, 0.0690, 0.1180, 0.0202 hartree/bohr.